The following is a quantum chemistry calculation of a cluster of 3 separate species, C4H4N2 in total in a non-equilibrium geometry, from the Open Molecules 2025 dataset.

DFT total energy = -264.20242 Ha
LUMO = 1.2897 eV
2S+1 = 1
Energy relative to the best compared isomer or geometry (same formula, charge and spin) = 3.375 eV
M = 80.09 g mol⁻¹
Max |F| = 2.058 eV/Å

Last column: Löwdin charge in e.
Cartesian coordinates (Å):
C (1.0654, -1.5815, -0.9950)  -0.026
C (-0.0829, -1.7272, -1.3166)  -0.034
N (-2.3659, -0.4670, 0.4756)  0.036
N (-2.1574, 0.0983, 1.3987)  0.038
C (0.3884, 1.8819, 1.1985)  -0.039
C (0.9204, 1.6039, 0.1535)  -0.026
H (2.0796, -1.4360, -0.6933)  0.021
H (-1.1163, -1.8214, -1.5738)  0.005
H (-0.1002, 2.1080, 2.1208)  0.011
H (1.3835, 1.3642, -0.7794)  0.013

Cartesian forces (eV/Å) of the 2 atoms listed first:
-0.407 -0.055 -0.106
0.381 0.101 0.108

---

The following is a quantum chemistry calculation of an isolated molecule of C4H4N2, from the Open Molecules 2025 dataset.

DFT total energy = -264.21042 Ha
LUMO = 0.8376 eV
2S+1 = 1
Energy relative to the best compared isomer or geometry (same formula, charge and spin) = 3.157 eV
M = 80.09 g mol⁻¹
Max |F| = 0.671 eV/Å

Last column: Löwdin charge in e.
Cartesian coordinates (Å):
N (0.8807, -0.2821, -1.3842)  0.052
C (0.0159, -0.1927, -0.2460)  -0.375
C (-0.6425, 1.0094, 0.1738)  -0.108
C (-1.1336, 2.0402, 0.5642)  0.111
C (-0.0364, -1.2596, 0.5315)  -0.104
N (-0.0387, -2.2558, 1.2414)  0.160
H (0.3573, -0.3868, -2.2453)  0.078
H (1.4429, 0.5592, -1.4502)  0.079
H (0.7340, -2.1783, 1.9055)  0.084
H (-1.5796, 2.9465, 0.9093)  0.023

Cartesian forces (eV/Å) of the 2 atoms listed first:
-0.067 0.220 -0.200
-0.071 -0.161 0.246

---

The following is a quantum chemistry calculation of an isolated molecule of C4H4N2 in a non-equilibrium geometry, from the Open Molecules 2025 dataset.

DFT total energy = -264.10070 Ha
LUMO (alpha / beta) = 0.2953 / 0.2957 eV
2S+1 = 1
Energy relative to the best compared isomer or geometry (same formula, charge and spin) = 6.142 eV
M = 80.09 g mol⁻¹
Max |F| = 3.565 eV/Å

Last column: Löwdin charge in e.
Cartesian coordinates (Å):
C (1.4781, 1.1774, -0.0278)  -0.018
C (1.4247, 2.3424, -0.7627)  -0.086
C (0.7231, 0.2186, 0.1552)  -0.061
C (0.2959, -1.0235, 0.7883)  -0.103
N (0.6076, 2.8784, -1.4594)  -0.109
N (-0.2967, 2.8355, -2.2886)  0.075
H (-0.7629, 3.6580, -2.6099)  0.041
H (0.9627, -1.1501, 1.5748)  0.052
H (0.7022, -1.9592, 0.2336)  0.115
H (-0.8121, -1.0338, 0.8648)  0.094

Cartesian forces (eV/Å) of the 2 atoms listed first:
-2.337 -0.103 -0.084
-0.470 1.501 -2.205